No. 1
This record from the OMol25 dataset describes a structure of composition C6H7NO2S2. The level of theory is ωB97M-V/def2-TZVPD.

CARTESIAN COORDINATES (ANGSTROEM)
C (-0.6103, 1.4399, 0.6810)
C (0.3446, 1.9894, 1.4556)
C (-0.2759, 0.8079, -0.5262)
C (2.6993, 0.4642, 0.7489)
C (-0.6478, -0.6189, -0.8838)
C (-1.9186, -1.2100, -0.2194)
N (0.4675, -1.2290, -0.1513)
O (2.6734, -1.1699, -1.3062)
O (0.9148, 1.0071, -1.1894)
S (2.0066, 1.6536, 1.6094)
S (1.8609, -0.3167, -0.5048)
H (-1.6444, 1.5839, 0.7824)
H (0.1102, 2.8309, 2.1045)
H (-0.3988, -0.7589, -1.9099)
H (-1.4204, -1.6568, 0.7410)
H (-2.1395, -2.1076, -0.8165)
H (-2.7492, -0.5467, -0.1451)
H (0.7277, -2.1625, -0.4703)

Output
frontier orbital gap (spin up / spin down)	7.2 / 7.2	eV
LUMO energy (spin up / spin down)	-0.83 / -0.82	eV
HOMO (spin up / spin down)	-0.295 / -0.295	Ha

***

No. 2
This record from the OMol25 dataset describes the molecule C6H7NO4. The level of theory is ωB97M-V/def2-TZVPD.

CARTESIAN COORDINATES (ANGSTROEM)
C (1.4046, -1.1439, -0.3871)
C (0.8939, 0.0369, -0.7188)
C (0.3715, -1.8653, 0.3446)
C (-1.9108, -1.0653, 1.0713)
C (1.6507, 1.2037, -1.3272)
C (-2.2629, -0.4144, 2.5589)
N (-0.7173, -0.9857, 0.2629)
O (0.2827, -2.9143, 0.9098)
O (-3.0298, -0.6508, 0.3034)
O (-0.4124, 0.1986, -0.4411)
O (-3.0059, 0.5100, 2.6244)
H (2.3697, -1.5057, -0.6290)
H (-1.9229, -2.1380, 1.1524)
H (1.0512, 1.7466, -2.0963)
H (2.6229, 0.9413, -1.8686)
H (1.8038, 1.9844, -0.6111)
H (-1.7652, -0.9221, 3.4484)
H (-2.8949, 0.2745, 0.1272)

Output
frontier orbital gap	9.9	eV
LUMO energy	0.55	eV
HOMO	-0.345	Ha

***

No. 3
This record from the OMol25 dataset describes the molecule C6H7NOS. The level of theory is ωB97M-V/def2-TZVPD.

CARTESIAN COORDINATES (ANGSTROEM)
C (1.1305, 1.7894, 0.0589)
C (2.0148, 0.7879, -0.1126)
C (-0.2807, 1.8642, -0.0110)
C (2.0026, -0.6225, -0.0870)
C (-1.0758, 0.9249, -0.4665)
C (-2.5007, -1.3756, 0.1703)
N (1.0093, -1.3557, 0.4270)
O (0.8832, -2.5756, 0.4464)
S (-2.3829, 0.0652, -0.9101)
H (1.5663, 2.8232, -0.1086)
H (3.0916, 1.2710, -0.3102)
H (-0.8319, 2.8322, 0.3160)
H (2.7053, -1.2967, -0.5414)
H (-1.9750, -1.1657, 1.1950)
H (-1.7882, -2.2632, -0.2399)
H (-3.5684, -1.7031, 0.1735)

Output
frontier orbital gap (spin up / spin down)	6.4 / 7.0	eV
LUMO energy (spin up / spin down)	-0.36 / -1.02	eV
HOMO (spin up / spin down)	-0.249 / -0.293	Ha
multiplicity	3

***

No. 4
This record from the OMol25 dataset describes a structure of composition C6H7NS2. The level of theory is ωB97M-V/def2-TZVPD.

CARTESIAN COORDINATES (ANGSTROEM)
C (2.8388, 0.0447, 0.5444)
C (2.1110, 1.0159, 0.7402)
C (2.5880, -1.1251, -0.2138)
C (1.3501, -0.9833, -0.7446)
C (0.8035, 1.3096, 0.3104)
C (-1.6779, -0.9454, 0.8470)
N (0.5524, 0.1350, -0.4991)
S (0.9558, 2.9723, -1.2257)
S (-1.1542, -0.0361, -0.8146)
H (3.1110, -2.1403, -0.2127)
H (0.7778, -1.8224, -1.1617)
H (-0.0500, 1.6271, 0.9916)
H (-2.7603, -1.0820, 0.7509)
H (-1.5373, -0.2195, 1.6014)
H (-0.8718, -1.7103, 0.9090)
H (1.5177, 2.0892, -1.8590)

Output
frontier orbital gap	7.9	eV
LUMO energy	-0.10	eV
HOMO	-0.295	Ha

***

No. 5
This record from the OMol25 dataset describes a structure of composition C6H7O2. The level of theory is ωB97M-V/def2-TZVPD.

CARTESIAN COORDINATES (ANGSTROEM)
O (-2.0936, 0.3197, -1.4143)
H (-2.6059, -0.4245, -1.8420)
C (-0.4185, -1.4200, -0.2419)
C (0.9335, -1.5035, 0.1792)
C (1.6143, -0.3555, 0.6130)
C (0.9932, 0.9039, 0.5706)
C (-0.3586, 1.0012, 0.1480)
C (-1.0668, -0.1445, -0.2451)
O (1.7202, 1.9876, 1.0103)
H (-0.9514, -2.2968, -0.6145)
H (1.4721, -2.4815, 0.2325)
H (2.6260, -0.4029, 0.9686)
H (-0.8501, 1.9625, 0.0236)
H (-2.1791, 0.0750, -0.3267)
H (1.1645, 2.7794, 0.9388)

Output
frontier orbital gap (spin up / spin down)	7.5 / 8.2	eV
LUMO energy (spin up / spin down)	0.82 / -0.21	eV
HOMO (spin up / spin down)	-0.247 / -0.308	Ha
multiplicity	2

***

No. 6
This record from the OMol25 dataset describes the molecule C6H7O3. The level of theory is ωB97M-V/def2-TZVPD.

CARTESIAN COORDINATES (ANGSTROEM)
C (0.1598, 1.4141, 1.0755)
C (1.0326, 1.5440, -0.0868)
C (0.8687, 0.4564, -1.1424)
C (0.1062, -0.7847, -0.6955)
C (-0.8098, -0.7427, 0.5176)
C (-0.7737, 0.3913, 1.2936)
O (-1.6718, -1.8527, 0.6728)
O (0.4684, 1.8839, -1.3201)
O (-0.5356, -1.3064, -1.8578)
H (0.2187, 2.2298, 1.7958)
H (2.0391, 1.9774, 0.0860)
H (1.6407, 0.2403, -1.8829)
H (0.9624, -1.4119, -0.3554)
H (-1.3369, -2.3964, 1.4130)
H (-1.4756, 0.5442, 2.1204)
H (-0.8933, -2.1868, -1.6339)

Output
frontier orbital gap (spin up / spin down)	8.2 / 9.6	eV
LUMO energy (spin up / spin down)	0.47 / -0.48	eV
HOMO (spin up / spin down)	-0.284 / -0.371	Ha
multiplicity	2

***

What energy relative to the best compared isomer or geometry (same formula, charge and spin) values result from the calculations? In sequence: 5.792 2.874 1.999 6.128 2.990 0.068 eV.
What maximum force values result from the calculations? In sequence: 3.571 2.487 4.134 4.583 6.415 2.572 eV Å⁻¹.
What E_tot values result from the calculations? In sequence: -1234.19368 -588.44778 -760.74730 -1083.72480 -383.13043 -458.41864 a.u..